13
Properties=species:S:1:pos:R:3:nbo_charge:R:1 method="wB97M-V/def2-TZVPD" orbital_gap_ev=7.153 e_tot_ev=-18150.935 spin_multiplicity=1 max_force_ev_per_a=4.14 total_charge=-1 homo_ev=-3.29 e_lumo_ev=3.86
C 1.017 -0.011 0.407 -0.542
C 1.547 1.236 -0.242 -0.740
C -1.420 -1.520 0.314 -0.866
O -1.112 0.900 1.459 -1.012
O -1.402 0.747 -1.002 -1.010
S -0.780 0.190 0.218 2.022
H 1.272 -1.129 -0.998 -0.141
H 1.841 1.895 0.541 0.198
H 0.961 1.820 -0.900 0.197
H 2.633 1.213 -0.575 0.199
H -2.486 -1.443 0.339 0.215
H -1.141 -1.842 -0.739 0.243
H -0.929 -2.056 1.177 0.239


17
Properties=species:S:1:pos:R:3:nbo_charge:R:1 method="wB97M-V/def2-TZVPD" orbital_gap_ev=8.303 e_tot_ev=-19916.721 spin_multiplicity=1 max_force_ev_per_a=8.32 homo_ev=-8.59 smiles="FCC(=S)C1CCC1" e_lumo_ev=-0.28
C -0.639 -0.434 -1.564 -0.005
C -0.292 0.642 -0.456 -0.031
C -0.053 0.242 0.813 -0.367
C -0.746 -0.716 1.734 -0.388
C 0.643 -1.152 2.260 -0.397
C 1.388 -0.577 0.911 -0.306
H -1.796 -0.699 -1.194 0.189
H -0.383 -0.258 -2.555 0.211
H 0.077 1.084 1.430 0.236
H -1.433 -1.529 1.282 0.215
H -1.496 -0.263 2.480 0.211
H 0.832 -2.153 2.359 0.206
H 0.710 -0.777 3.332 0.217
H 2.248 0.011 0.894 0.205
H 1.520 -1.314 0.248 0.215
F 0.002 -1.684 -1.138 -0.417
S -0.132 2.064 -1.264 0.005


Computed ΔE to the lowest compared entry with this formula, charge and spin (eV) in order:
5.6792, 3.8309